Record 1
Density functional theory data (ωB97M-V/def2-TZVPD) for C5H6BiLiO4 as an isolated structure in a non-equilibrium geometry.

Structure (XYZ):
```
17
Properties=species:S:1:pos:R:3:nbo_charge:R:1
O -3.045 1.633 -0.160 -0.818
C -2.820 1.071 -1.250 0.987
O -3.462 1.154 -2.279 -0.617
O -1.571 0.358 -1.256 -0.424
C -0.917 0.224 -2.359 0.587
C 0.117 -0.794 -2.457 -0.830
Li -4.869 2.245 -1.284 0.986
H -1.436 0.557 -3.268 0.265
H -0.429 -1.728 -2.691 0.362
H 0.686 -0.651 -3.386 0.316
H 0.713 -0.081 -1.706 0.327
Bi -2.207 2.096 1.676 0.888
C 1.302 -2.710 -0.873 -0.321
C 1.926 -3.754 -1.422 0.782
O 2.413 -4.669 -1.931 -0.105
H 1.942 -1.897 -0.525 0.308
H 0.408 -2.931 -0.286 0.309
```

Output
* E: -19481.762 eV
* energy relative to the best compared isomer or geometry (same formula, charge and spin): 33.8 kcal per mole
* 2S+1: 2
* charge: +3
* highest occupied orbital energy (alpha / beta): -18.04 / -22.78 eV

Record 2
Density functional theory data (ωB97M-V/def2-TZVPD) for a 7-piece molecular cluster, C10H34N8O7 overall in a non-equilibrium geometry.

Structure (XYZ):
```
59
Properties=species:S:1:pos:R:3:nbo_charge:R:1
N -0.830 -0.150 0.534 -0.860
C 0.436 -0.587 0.440 0.786
N 0.547 -1.878 0.068 -0.850
O 1.366 0.155 0.710 -0.736
H -1.556 -0.694 0.084 0.415
H -1.022 0.776 0.873 0.403
H 1.511 -2.160 -0.019 0.423
H -0.207 -2.393 -0.346 0.396
N 3.365 2.433 -0.188 -0.839
C 4.403 1.927 -0.836 0.764
N 4.286 0.595 -1.044 -0.872
O 5.425 2.544 -1.129 -0.673
H 3.474 3.377 0.144 0.401
H 2.521 1.934 0.035 0.421
H 3.618 0.058 -0.510 0.399
H 5.139 0.090 -1.222 0.403
N 0.681 -2.642 -3.303 -0.846
C 1.746 -2.133 -2.674 0.769
N 1.792 -0.791 -2.670 -0.847
O 2.591 -2.813 -2.097 -0.690
H 0.036 -1.981 -3.686 0.384
H 0.563 -3.633 -3.180 0.409
H 1.099 -0.248 -3.148 0.381
H 2.699 -0.417 -2.431 0.432
N -2.798 -4.019 -0.977 -0.823
C -2.726 -2.693 -1.139 0.763
N -2.243 -2.317 -2.330 -0.836
O -2.970 -1.845 -0.289 -0.684
H -3.070 -4.438 -0.106 0.425
H -2.409 -4.564 -1.721 0.384
H -2.240 -1.355 -2.615 0.419
H -1.971 -3.053 -2.954 0.377
C 0.418 3.033 -1.218 -0.647
C -0.871 3.342 -1.977 -0.069
O -1.578 4.458 -1.396 -0.747
H 0.732 2.027 -1.510 0.203
H 0.443 2.989 -0.128 0.212
H 1.171 3.797 -1.422 0.215
H -1.525 2.509 -1.691 0.159
H -0.831 3.484 -3.052 0.186
H -1.665 4.360 -0.445 0.481
C -0.838 -2.167 3.855 -0.644
C 0.606 -2.674 3.815 -0.073
O 1.424 -1.505 3.921 -0.717
H -1.146 -1.375 3.171 0.218
H -1.133 -1.888 4.867 0.209
H -1.568 -2.935 3.570 0.195
H 0.741 -3.293 2.925 0.160
H 0.922 -3.232 4.696 0.181
H 1.408 -1.135 3.032 0.469
C -1.336 2.697 2.296 -0.654
C -2.733 2.308 1.884 -0.076
O -2.913 2.857 0.557 -0.765
H -0.524 2.157 1.805 0.210
H -1.145 2.363 3.322 0.229
H -1.014 3.737 2.271 0.229
H -3.520 2.783 2.472 0.178
H -2.945 1.242 1.787 0.180
H -3.836 2.977 0.322 0.480
```

Output
* SMILES: NC(N)=O.NC(N)=O.NC(N)=O.NC(N)=O.CCO.CCO.CCO
* E: -37177.327 eV
* energy relative to the best compared isomer or geometry (same formula, charge and spin): 40.3 kcal per mole
* 2S+1: 1
* highest occupied orbital energy: -9.39 eV

Record 3
Density functional theory data (ωB97M-V/def2-TZVPD) for a 9-piece molecular cluster, C35H54BCl16N2O7P overall in a non-equilibrium geometry.

Structure (XYZ):
```
116
Properties=species:S:1:pos:R:3:mulliken_charge:R:1
C 3.522 -2.398 3.754 -0.868
P 1.780 -3.087 3.783 0.135
O 1.029 -2.355 5.137 -0.524
C 0.808 -2.544 2.281 0.896
C -0.027 -3.489 1.536 0.065
O -0.132 -4.861 1.893 -0.600
B 0.519 -5.579 0.833 0.923
O -0.031 -6.743 0.261 -0.499
O 1.740 -5.004 0.386 -0.644
C -0.838 -3.064 0.355 -0.469
C -0.799 -1.652 -0.124 -0.723
C 0.058 -0.763 0.618 0.949
C 0.838 -1.168 1.794 0.452
C 1.576 0.104 2.310 -0.418
O 2.313 0.293 3.238 -0.598
N 1.151 1.117 1.408 0.705
C 1.041 2.503 1.896 -0.654
C -0.433 2.898 2.306 -0.613
C -0.917 2.203 3.649 -0.288
N -2.324 1.725 3.589 -0.378
C -2.303 0.452 2.824 1.006
C -3.682 -0.245 2.697 -0.320
C -4.878 0.413 2.162 -0.694
C -6.109 -0.350 2.052 -0.496
C -6.202 -1.754 2.445 -0.780
C -5.016 -2.405 2.993 -0.660
C -3.785 -1.638 3.100 0.847
O -2.658 -2.304 3.602 -0.381
C 0.303 0.738 0.326 -0.714
O -0.101 1.413 -0.580 -0.653
H 3.927 -2.188 2.735 0.288
H 4.169 -3.155 4.273 0.365
H 3.531 -1.490 4.422 0.227
H 0.442 -1.643 4.815 0.350
H -0.271 -6.492 -0.651 0.282
H 1.493 -4.563 -0.434 0.172
H -1.492 -3.776 -0.192 0.392
H -1.424 -1.364 -0.993 0.547
H 1.731 2.729 2.753 0.240
H 1.333 3.219 1.080 0.086
H -1.185 2.704 1.502 0.455
H -0.417 4.015 2.455 0.361
H -0.208 1.353 3.858 0.045
H -0.810 2.927 4.505 0.420
H -2.874 2.415 3.063 0.342
H -1.563 -0.223 3.315 -0.292
H -1.965 0.684 1.766 -0.303
H -4.850 1.472 1.821 0.353
H -7.015 0.146 1.644 0.337
H -7.134 -2.350 2.355 0.589
H -5.044 -3.479 3.293 0.391
H -2.924 -2.863 4.351 0.229
Cl 3.567 1.833 -5.051 -0.220
C 2.287 2.427 -3.960 -0.485
C 1.345 1.326 -3.534 0.214
Cl 0.337 0.744 -4.885 -0.141
H 1.757 3.233 -4.466 0.383
H 2.786 2.844 -3.084 0.306
H 0.664 1.696 -2.769 -0.005
H 1.884 0.473 -3.124 0.006
Cl -6.986 -1.741 4.822 0.010
C -7.674 -1.652 6.467 -0.538
C -8.389 -0.344 6.716 -0.481
Cl -7.256 1.031 6.779 -0.155
H -6.862 -1.806 7.178 0.259
H -8.375 -2.482 6.566 0.306
H -8.901 -0.380 7.678 0.313
H -9.129 -0.135 5.945 0.347
Cl -2.344 2.559 7.800 -0.184
C -3.802 1.656 8.285 -0.228
C -3.497 0.208 8.601 -0.553
Cl -3.047 -0.719 7.147 -0.088
H -4.537 1.748 7.486 0.061
H -4.199 2.151 9.172 0.343
H -4.382 -0.273 9.020 0.289
H -2.686 0.118 9.323 0.342
Cl -1.929 0.132 -9.995 -0.218
C -0.533 1.232 -9.830 -0.226
C -0.424 1.809 -8.438 -0.150
Cl -1.743 2.952 -8.078 -0.199
H -0.627 2.013 -10.581 0.202
H 0.354 0.648 -10.055 0.152
H 0.510 2.364 -8.341 0.232
H -0.436 1.029 -7.679 0.183
Cl 1.268 -2.941 -2.180 -0.042
C 2.354 -2.524 -3.535 0.715
C 1.772 -2.914 -4.873 -0.362
Cl 1.702 -4.683 -5.083 -0.204
H 3.315 -3.007 -3.359 -0.500
H 2.505 -1.445 -3.497 -0.288
H 2.399 -2.524 -5.675 0.352
H 0.766 -2.517 -5.004 0.313
Cl 5.448 -3.906 -3.674 -0.181
C 6.854 -2.822 -3.525 -0.447
C 6.984 -2.251 -2.132 -0.508
Cl 5.677 -1.099 -1.756 -0.130
H 6.757 -2.037 -4.273 0.307
H 7.738 -3.415 -3.766 0.340
H 7.923 -1.704 -2.044 0.322
H 6.974 -3.034 -1.375 0.320
Cl 0.221 4.654 -11.557 -0.172
C 1.940 4.541 -11.104 -0.471
C 2.639 3.395 -11.799 -0.455
Cl 2.072 1.809 -11.214 -0.168
H 1.999 4.446 -10.020 0.293
H 2.406 5.484 -11.389 0.352
H 3.710 3.440 -11.601 0.304
H 2.491 3.430 -12.878 0.326
Cl 3.660 4.914 0.790 -0.181
C 5.195 4.339 1.491 -0.437
C 5.080 4.070 2.974 -0.177
Cl 4.867 5.567 3.915 -0.192
H 5.963 5.082 1.277 0.394
H 5.457 3.419 0.968 0.243
H 5.994 3.597 3.335 0.328
H 4.243 3.408 3.197 0.049
```

Output
* SMILES: CP(O)c1c(OB(O)O)ccc2c1C(=O)N(CCCNCc1ccccc1O)C2=O.ClCCCl.ClCCCl.ClCCCl.ClCCCl.ClCCCl.ClCCCl.ClCCCl.ClCCCl
* E: -264810.658 eV
* 2S+1: 1
* highest occupied orbital energy: -7.91 eV

Record 4
Density functional theory data (ωB97M-V/def2-TZVPD) for an isolated molecule of C11H14N2 in a non-equilibrium geometry.

Structure (XYZ):
```
27
Properties=species:S:1:pos:R:3:nbo_charge:R:1
H -4.126 0.947 1.265 0.358
N -3.434 0.818 0.557 -0.641
C -2.236 1.196 0.624 0.118
C -1.331 0.738 -0.539 -0.082
N -0.074 1.681 -0.855 -0.617
C 1.067 1.110 -0.301 0.180
C 2.298 1.700 -0.217 -0.287
C 3.268 0.872 0.380 -0.171
C 3.050 -0.523 0.546 -0.262
C 1.873 -1.104 0.150 -0.185
C 0.806 -0.275 -0.030 -0.063
C -0.630 -0.650 -0.273 -0.067
C -0.841 -1.600 -1.483 -0.577
C -1.210 -1.243 1.013 -0.610
H -2.033 1.984 1.309 0.170
H -1.873 0.858 -1.487 0.237
H -0.217 2.720 -0.828 0.384
H 2.438 2.714 -0.250 0.210
H 4.188 1.350 0.727 0.207
H 3.817 -1.164 0.929 0.209
H 1.830 -2.203 0.422 0.214
H -1.805 -1.917 -1.602 0.210
H -0.212 -2.625 -1.374 0.195
H -0.465 -1.299 -2.377 0.216
H -2.237 -1.190 0.802 0.223
H -0.991 -0.604 1.861 0.214
H -0.916 -2.291 1.032 0.217
```

Output
* SMILES: [H]/N=C/[C@H]1Nc2ccccc2C1(C)C
* E: -14612.038 eV
* energy relative to the best compared isomer or geometry (same formula, charge and spin): 54.9 kcal per mole
* 2S+1: 1
* highest occupied orbital energy: -7.51 eV

Record 5
Density functional theory data (ωB97M-V/def2-TZVPD) for C18H18N4NaO3 as an isolated structure in a non-equilibrium geometry.

Structure (XYZ):
```
44
Properties=species:S:1:pos:R:3:nbo_charge:R:1
Na -1.095 -2.383 -0.119 0.918
C -4.778 -0.677 1.627 -0.685
C -3.585 -0.862 0.690 0.468
O -3.066 -2.014 0.683 -0.804
C -3.197 0.259 -0.036 -0.543
C -2.070 0.417 -0.930 0.274
C -1.736 1.826 -1.356 -0.671
N -1.355 -0.590 -1.313 -0.444
N -0.196 -0.267 -2.058 -0.492
C 0.629 -1.281 -2.065 0.513
O 0.559 -2.422 -1.523 -0.848
C 1.930 -0.990 -2.805 -0.011
C 2.931 -1.955 -2.824 -0.226
C 4.137 -1.717 -3.470 -0.235
C 4.359 -0.508 -4.109 -0.243
C 3.363 0.463 -4.097 -0.238
C 2.162 0.226 -3.451 -0.206
H -4.985 -1.623 2.124 0.209
H -5.670 -0.363 1.079 0.201
H -4.579 0.085 2.383 0.209
H -3.768 1.163 0.145 0.179
H -2.526 2.518 -1.061 0.193
H -1.577 1.881 -2.433 0.224
H -0.799 2.153 -0.898 0.216
H 2.730 -2.891 -2.322 0.232
H 4.905 -2.483 -3.474 0.195
H 5.297 -0.315 -4.617 0.194
H 3.524 1.412 -4.595 0.195
H 1.377 0.969 -3.428 0.235
N 0.033 2.198 5.018 -0.827
C -0.582 1.156 4.383 0.665
O -1.634 0.704 4.788 -0.605
C 0.126 0.577 3.189 -0.217
C 1.323 1.067 2.673 -0.143
C 1.881 0.459 1.565 -0.268
C 1.216 -0.629 1.007 0.076
N 0.067 -1.099 1.487 -0.459
C -0.469 -0.506 2.549 0.108
H -0.504 2.663 5.728 0.399
H 0.798 2.690 4.598 0.385
H 1.836 1.914 3.113 0.189
H 2.804 0.812 1.128 0.221
H 1.610 -1.146 0.143 0.232
H -1.423 -0.889 2.887 0.233
```

Output
* E: -35480.674 eV
* 2S+1: 1
* charge: -1
* highest occupied orbital energy: -2.97 eV

Record 6
Density functional theory data (ωB97M-V/def2-TZVPD) for C16H18AsFeN3O11S2 as an isolated structure in a non-equilibrium geometry.

Structure (XYZ):
```
52
Properties=species:S:1:pos:R:3:nbo_charge:R:1
Fe -0.189 1.248 -1.133 1.903
O 1.893 2.109 -2.120 -0.776
C 2.716 2.881 -1.281 -0.079
C 2.807 2.275 0.121 -0.251
N 1.527 2.244 0.819 -0.468
C 1.005 3.563 1.080 -0.349
C 0.259 4.206 -0.163 0.787
O 0.325 5.417 -0.265 -0.667
O -0.332 3.386 -0.907 -0.824
C 1.533 1.334 1.947 -0.335
C 0.789 -0.012 1.671 0.807
O 0.872 -0.907 2.491 -0.665
O 0.103 -0.032 0.604 -0.870
H 2.327 1.221 -2.182 0.507
H 2.291 3.884 -1.260 0.204
H 3.731 2.932 -1.699 0.179
H 3.541 2.850 0.711 0.173
H 3.157 1.246 0.000 0.230
H 1.797 4.272 1.371 0.191
H 0.245 3.513 1.863 0.224
H 1.016 1.777 2.799 0.221
H 2.552 1.085 2.261 0.207
O -2.714 -2.566 -1.255 -1.094
As -1.258 -1.620 -1.984 2.439
O -1.426 -2.117 -3.502 -1.141
O -1.784 -0.089 -1.569 -1.226
C 0.088 -2.486 -0.835 -0.391
C -0.259 -3.362 0.182 -0.192
C 0.722 -3.927 0.981 -0.185
C 2.060 -3.650 0.758 -0.193
C 2.412 -2.809 -0.284 -0.199
C 1.421 -2.239 -1.056 -0.248
S 1.856 -1.122 -2.355 2.418
O 2.254 -1.895 -3.497 -0.926
O 2.925 -0.270 -1.820 -1.020
O 0.642 -0.293 -2.548 -1.071
H -3.130 -2.912 -2.049 0.493
H -1.301 -3.591 0.350 0.230
H 0.437 -4.585 1.790 0.209
H 2.819 -4.089 1.391 0.212
H 3.441 -2.564 -0.504 0.231
S -2.340 2.211 0.713 -0.055
C -3.307 0.865 0.848 0.254
N -2.720 -0.371 0.983 -0.520
C -3.454 -1.470 1.137 0.174
C -4.826 -1.386 1.169 -0.358
C -5.368 -0.101 1.004 0.135
N -4.644 0.972 0.867 -0.467
H -1.698 -0.418 0.843 0.486
H -2.924 -2.402 1.236 0.234
H -5.452 -2.253 1.289 0.229
H -6.440 0.050 0.990 0.192
```

Output
* E: -160776.377 eV
* energy relative to the best compared isomer or geometry (same formula, charge and spin): 37.1 kcal per mole
* 2S+1: 6
* charge: -1
* highest occupied orbital energy (alpha / beta): -6.33 / -6.23 eV

- Number 4 is which compound?
  C11H14N2

- What is the formula in the fifth record?
  C18H18N4NaO3